An isolated molecule of C4H7N3 at a distorted geometry, computed with wB97M-V/def2-TZVPD.

Last column: natural (NBO) charge in e.
Atoms and positions in Å:
N (-0.2495, -0.9406, 2.4269)  -0.623
N (0.6778, -0.3665, 1.6087)  -0.244
N (0.3499, -0.1022, -0.0375)  -0.232
C (0.1651, 1.1637, -0.5102)  -0.113
C (0.0388, 1.0787, -1.8621)  -0.289
C (0.1238, -0.2796, -2.2266)  -0.313
C (0.2757, -1.0054, -1.0512)  -0.094
H (0.0141, -1.8851, 2.5999)  0.357
H (-1.2387, -0.9047, 2.1371)  0.356
H (0.6889, 0.6925, 1.8311)  0.340
H (0.1896, 1.9400, 0.1448)  0.196
H (-0.1070, 1.9092, -2.4776)  0.215
H (-0.0209, -0.7598, -3.2063)  0.223
H (0.4598, -2.1268, -0.9129)  0.220

Atoms 1-6, force components in eV/Å:
-1.3 -0.1 -0.6
0.5 3.7 -2.4
-0.3 -1.1 3.1
0.3 -2.4 -0.7
0.0 -0.5 0.1
-0.5 -1.1 0.0

Results
M	97.12	g/mol
charge	0
calculated total energy	-8728.45865	eV
lowest unoccupied orbital energy	0.0364	Eh
structure (SMILES)	NNn1cccc1
energy above the lowest of the compared OMol25 structures with the same formula, charge and spin	74.3	kcal per mole